No. 1
The following is a quantum chemistry calculation of 2 unconnected molecules or ions with the total composition C4H5OP at a distorted geometry, from the Open Molecules 2025 dataset.

```
! RIJCOSX wB97M-V def2-TZVPD def2/J DEFGRID3
* xyz 0 3
C -1.85015 -0.64223 -0.34102
C -1.40745 0.41916 0.19906
C 1.22549 -0.08229 -0.65835
C 1.11984 -0.52830 0.55356
O -2.21641 -1.70399 -0.64357
P -1.13530 2.00487 -0.04582
H 1.09800 -0.76854 -1.44486
H 1.05969 0.95198 -0.95915
H 1.10203 -0.06643 1.53108
H 1.19782 -1.68530 0.66287
H -0.19357 2.10105 1.14621
*
```

Properties
E_HOMO (spin up / spin down)	-7.5 / -9.6	eV
E	-15559.681	eV
HOMO-LUMO gap (spin up / spin down)	0.3057 / 0.2638	Ha

Mulliken population analysis, charges in e, atoms 1 to 4: C 1.087; C -0.590; C -0.444; C -0.623

No. 2
The following is a quantum chemistry calculation of C4H5OPS in the gas phase at a distorted geometry, from the Open Molecules 2025 dataset.

```
! RIJCOSX wB97M-V def2-TZVPD def2/J DEFGRID3
* xyz 0 1
C -0.29918 -0.96017 0.56147
C -0.09593 0.00934 -0.37389
C 0.01847 -0.71754 1.93024
C 0.72955 1.19965 -0.10634
O 0.71998 2.01908 -1.22084
P 0.09552 1.08973 2.38051
S 1.74889 -0.16780 2.40670
H -0.90225 -1.87414 0.38354
H -0.55844 -0.07779 -1.31073
H -0.25725 -1.54004 2.56672
H 1.49438 0.96321 0.56785
H 0.07316 2.02911 -1.91363
*
```

Properties
E_HOMO (spin up / spin down)	-7.2 / -7.1	eV
E	-26396.713	eV
HOMO-LUMO gap (spin up / spin down)	0.2485 / 0.2471	Ha

Mulliken population analysis, charges in e, atoms 1 to 4: C -0.597; C 0.050; C -0.171; C -0.288

No. 3
The following is a quantum chemistry calculation of C4H5P in the gas phase at a distorted geometry, from the Open Molecules 2025 dataset.

```
! RIJCOSX wB97M-V def2-TZVPD def2/J DEFGRID3
* xyz 0 1
C 2.03444 1.17346 0.15592
P 1.78051 -0.41486 -0.15693
C -0.03129 -0.63794 -0.00350
C -1.00138 -1.49243 0.08106
C -1.54817 -0.19887 -0.34543
H 2.90630 1.80336 -0.09376
H 1.20893 1.67201 0.63712
H -1.42126 -2.29046 0.60034
H -2.02032 -0.10621 -1.23451
H -1.90778 0.49194 0.35967
*
```

Properties
E_HOMO	-9.0	eV
SMILES string	C=PC1=CC1
E	-13513.321	eV
HOMO-LUMO gap	0.3271	Ha

Mulliken population analysis, charges in e, atoms 1 to 4: C -0.433; P -0.121; C -0.186; C 0.015

No. 4
The following is a quantum chemistry calculation of C4H6 in the gas phase at a distorted geometry, from the Open Molecules 2025 dataset.

```
! RIJCOSX wB97M-V def2-TZVPD def2/J DEFGRID3
* xyz 0 1
C -1.88336 0.85140 0.27635
C -0.65115 0.46970 0.15086
C 0.63571 0.31883 0.18597
C 1.45857 -0.75564 -0.46893
H -2.49737 0.56918 1.12458
H -2.27224 1.45728 -0.52554
H 0.71197 0.66801 1.23806
H 2.18896 -0.42890 -1.22415
H 0.79819 -1.49895 -0.92859
H 2.01840 -1.23472 0.33006
*
```

Properties
E_HOMO	-8.7	eV
SMILES string	C=C=CC
E	-4242.503	eV
HOMO-LUMO gap	0.3582	Ha

Mulliken population analysis, charges in e, atoms 1 to 4: C -0.745; C 0.109; C -0.084; C -0.852

Calculated M, 100.057; 132.124; 84.058; 54.092 Da (same order as the records).